# C74H56BN10Sc

A molecular structure, C74H56BN10Sc (ωB97M-V/def2-TZVPD, OMol25).

**F_max**: 0.680 eV/A
**DFT total energy**: -4186.52185 hartree
**Total charge**: 0
**Highest occupied orbital energy**: -6.42 eV
**Orbital gap**: 0.2409 Eh

Atoms and positions in Å:
Sc  0.4948  -0.2434  0.2703
C  -2.4770  -4.2104  -5.9135
C  -1.5265  -3.1814  -6.3400
C  -1.2365  -2.1394  -5.5595
C  -1.9355  -1.9626  -4.2609
C  -2.7140  -3.1471  -3.6912
C  -3.0333  -4.2000  -4.7022
C  -1.3153  -0.9483  -3.2402
C  -2.6020  0.6916  -2.4205
C  -3.9843  1.1638  -2.1526
C  -3.8988  2.3661  -1.5811
C  -2.4617  2.6436  -1.4358
N  -1.7154  1.7260  -1.9411
C  -1.8815  3.7996  -0.7586
C  -0.5780  3.8761  -0.5267
C  0.1109  4.8832  0.4057
C  2.4714  3.4435  0.8958
C  2.6805  2.2464  0.3129
C  3.8064  1.4139  0.6236
C  4.9408  2.1157  1.2887
C  5.0020  2.2371  2.6762
C  6.0484  2.9129  3.2864
C  7.0454  3.4917  2.5141
C  6.9893  3.3892  1.1315
C  5.9436  2.7074  0.5255
C  3.6528  0.0675  0.7483
N  2.6343  -0.6974  0.2456
C  2.9753  -2.0740  0.5935
C  2.0241  -3.3573  -0.8354
C  1.5039  -4.6868  -1.3080
C  0.2003  -5.0485  -0.9879
C  -0.3482  -6.2239  -1.4807
C  0.4046  -7.0522  -2.2988
C  1.7081  -6.6983  -2.6203
C  2.2527  -5.5233  -2.1276
C  1.5899  -2.2953  -1.8201
C  2.0835  -2.1667  -3.0940
C  1.1561  -1.3676  -3.7952
C  0.1397  -1.0559  -2.9207
N  0.4618  -1.5357  -1.6289
C  3.9782  -1.9641  1.6960
C  4.5030  -0.7449  1.6289
N  1.4816  1.7515  -0.4526
C  -2.7725  4.8776  -0.2562
C  -2.6527  6.1847  -0.7171
C  -3.4611  7.1884  -0.2008
C  -4.3950  6.8958  0.7809
C  -4.5181  5.5944  1.2489
C  -3.7123  4.5913  0.7341
H  -2.7130  -5.0075  -6.6083
H  -1.0727  -3.2761  -7.3185
H  -0.5704  -1.3627  -5.9099
H  -2.2785  -3.6032  -2.7967
H  -3.7052  -4.9997  -4.4076
H  -4.8773  0.6175  -2.4139
H  -4.6984  3.0187  -1.2691
H  -0.5468  5.1840  1.2176
H  3.1641  3.9207  1.5677
H  4.2163  1.7920  3.2765
H  6.0838  2.9906  4.3659
H  7.8622  4.0210  2.9878
H  7.7637  3.8373  0.5220
H  5.8975  2.6235  -0.5534
H  -0.3959  -4.3974  -0.3577
H  -1.3661  -6.4910  -1.2248
H  -0.0206  -7.9689  -2.6866
H  2.3015  -7.3397  -3.2597
H  3.2686  -5.2505  -2.3885
H  2.9497  -2.6653  -3.5016
H  1.1840  -1.1536  -4.8497
H  4.3419  -2.7932  2.2793
H  5.3565  -0.3644  2.1649
H  -1.9223  6.4085  -1.4847
H  -3.3610  8.2008  -0.5703
H  -5.0250  7.6785  1.1831
H  -5.2408  5.3622  2.0206
H  -3.7969  3.5771  1.1078
C  -0.9834  -1.8669  5.8331
C  -0.3282  -2.1044  4.5144
C  0.3741  -3.2087  4.0859
C  0.7556  -2.9147  2.7700
N  0.3256  -1.6836  2.4350
N  -0.3441  -1.2080  3.5045
B  -1.3395  -0.0588  3.2883
N  -2.3235  -0.4867  2.1801
N  -1.9569  -0.6901  0.8852
C  -3.0417  -1.1898  0.2698
C  -4.0998  -1.3159  1.1761
C  -3.6067  -0.8554  2.3752
C  -4.3242  -0.7472  3.6782
C  -3.0750  -1.4376  -1.1696
C  -4.0367  -2.0335  -1.8666
C  -3.8822  -2.1499  -3.3510
C  -3.1707  -1.0353  -4.2721
C  -2.2734  0.1583  -3.8076
C  -2.0476  -0.6616  -1.8953
N  -0.6547  1.2754  2.9461
N  -0.0316  1.5439  1.7573
C  0.2905  2.8518  1.7992
C  -0.0979  3.4009  3.0191
C  -0.6921  2.3730  3.7189
C  -1.2875  2.4225  5.0855
C  1.0230  3.6729  0.7435
C  0.7675  3.0908  -0.6347
C  1.4141  3.7151  -1.8542
C  1.7504  4.9760  -2.1202
C  1.5552  6.1166  -1.2424
C  0.8081  6.0855  -0.1409
C  1.5681  -3.6694  1.8142
C  2.3929  -4.6896  2.0862
C  3.4960  -5.0791  1.2061
C  4.0260  -4.3833  0.1854
C  3.5091  -3.1266  -0.4706
C  1.6692  -2.8873  0.5723
H  -0.6661  -2.6328  6.5386
H  -2.0704  -1.9063  5.7578
H  -0.7143  -0.8928  6.2408
H  0.5851  -4.1027  4.6470
H  -1.9558  0.0953  4.2936
H  -5.1003  -1.6546  0.9707
H  -5.3644  -1.0349  3.5375
H  -4.2975  0.2699  4.0691
H  -3.8895  -1.4046  4.4311
H  -4.8741  -2.5311  -1.3897
H  -4.8264  -2.4389  -3.8133
H  -3.7337  -0.8888  -5.1918
H  -2.0109  0.8478  -4.6099
H  -1.2453  -0.4756  -1.2090
H  0.0309  4.4175  3.3491
H  -1.1320  3.4139  5.5068
H  -0.8246  1.6912  5.7479
H  -2.3584  2.2211  5.0649
H  1.8109  1.4006  -1.3551
H  1.5495  2.9864  -2.6497
H  2.1911  5.1735  -3.0902
H  2.0274  7.0490  -1.5275
H  0.7167  6.9881  0.4524
H  2.3438  -5.1814  3.0514
H  3.9959  -6.0040  1.4721
H  4.8856  -4.8323  -0.3007
H  4.1747  -2.7603  -1.2498
H  0.7616  -2.3057  0.5205

These are the Löwdin partial charges, in e, on atoms 1 to 5: number 1, Sc, carries 1.206; number 2, C, carries -0.084; number 3, C, carries -0.073; number 4, C, carries -0.011; number 5, C, carries -0.264